ORCA calculation (the ωB97M-V functional and the def2-TZVPD basis) on a molecular structure, C4H6O2.

Last column: natural (NBO) charge in e.
Geometry (Å):
O 0.37054 0.66573 -1.93517  -0.75
C 0.44932 0.78214 -0.63305  0.34
C -0.76898 0.84107 0.27249  -0.51
C -0.47396 -0.53131 0.84645  0.07
O -0.70169 -1.56766 -0.05961  -0.46
C 0.62958 -1.04371 -0.00366  -0.24
H 0.71557 -0.40553 -1.33399  0.50
H 1.36973 1.19290 -0.18532  0.16
H -0.70158 1.64269 1.01150  0.23
H -1.70482 0.89789 -0.28376  0.25
H -0.57931 -0.76731 1.90174  0.20
H 1.39559 -1.70692 0.40240  0.21

Summary:
HOMO energy: -9.125 eV
energy above the lowest of the compared OMol25 structures with the same formula, charge and spin: 563.84 kJ/mol
energy: -8334.6173 eV
spin multiplicity: 1
F_max: 0.38 eV/Å